The following is a quantum chemistry calculation of the ion C4H8IN2 with charge +1, from the OMol25 dataset.

Structure (XYZ):
```
15
Properties=species:S:1:pos:R:3:forces:R:3:mulliken_charge:R:1
N 0.824 -0.743 2.560 -5.7 2.2 -2.7 -0.303
C 1.044 -0.958 1.125 -1.5 1.0 -4.4 -0.313
C 0.198 -0.164 0.287 1.6 -0.6 0.8 -0.183
N -0.110 0.152 -1.028 -1.0 1.0 1.1 -0.105
C -1.333 0.960 -1.433 0.9 -3.0 0.1 -0.616
C -0.493 0.319 -2.472 1.7 -0.7 0.3 -0.266
I 0.678 1.645 -3.700 -0.2 -0.4 0.4 0.141
H 1.567 -1.000 3.105 2.3 -0.4 2.2 0.309
H -0.125 -1.104 2.859 1.7 -1.0 0.1 0.378
H 0.474 0.253 2.576 1.8 -0.5 0.8 0.380
H 1.773 -1.669 0.758 -0.1 -0.1 0.6 0.375
H -0.290 0.534 0.964 -0.8 0.3 -0.4 0.204
H -1.299 2.010 -1.302 -0.1 0.8 0.1 0.342
H -2.222 0.370 -1.233 -0.3 0.6 0.2 0.271
H -0.686 -0.603 -3.066 -0.3 0.8 0.8 0.387
```
Forces are in eV/Å.

Output
Structure (SMILES) ... [NH3+]/C=C/N1C[C@H]1I
Energy above the lowest of the compared OMol25 structures with the same formula, charge and spin ... 4.513 eV
E_tot ... -564.01367 hartree
Highest occupied orbital energy ... -0.457 Eh
Kohn-Sham gap ... 8.9 eV
Net charge ... +1
LUMO ... -3.6 eV

=====

The following is a quantum chemistry calculation of an isolated molecule of C5H12O2, from the OMol25 dataset.

Structure (XYZ):
```
19
Properties=species:S:1:pos:R:3:forces:R:3:mulliken_charge:R:1
C -2.268 -0.249 1.413 0.0 -0.3 -0.4 -0.637
O -0.607 -0.406 0.881 -0.1 0.2 0.3 -0.443
C -0.205 0.478 -0.212 0.0 0.1 -0.2 0.247
C -0.378 1.932 0.193 0.0 0.0 0.0 -1.296
C 1.212 0.122 -0.644 0.0 0.0 0.0 -0.686
C 1.403 -1.348 -1.019 0.1 0.2 -0.3 -0.500
O 1.411 -2.210 0.096 -0.2 -0.1 0.1 -0.554
H -2.663 0.111 0.439 0.0 0.0 0.2 0.131
H -0.215 -0.079 1.705 0.0 -0.1 -0.1 0.440
H -2.464 -1.339 1.360 0.0 0.2 0.1 0.199
H -0.916 0.212 -1.001 0.1 0.0 0.1 0.289
H 0.367 2.214 0.948 -0.1 -0.1 -0.1 0.358
H -1.374 2.098 0.609 0.1 0.0 -0.1 0.408
H -0.233 2.579 -0.677 0.0 -0.1 0.1 0.389
H 1.921 0.380 0.155 -0.1 0.0 -0.1 0.302
H 1.458 0.756 -1.507 0.0 -0.1 0.1 0.362
H 0.634 -1.644 -1.752 0.1 0.0 0.1 0.273
H 2.376 -1.473 -1.504 -0.1 0.0 0.1 0.361
H 0.542 -2.135 0.515 0.2 -0.1 0.0 0.358
```
Forces are in eV/Å.

Output
Energy above the lowest of the compared OMol25 structures with the same formula, charge and spin ... 4.689 eV
E_tot ... -348.03251 hartree
Highest occupied orbital energy ... -0.289 Eh
Kohn-Sham gap ... 8.7 eV
LUMO ... 0.8 eV